#w
Computed, not measured: 2 unconnected molecules or ions with the total composition C3H11NO, with ωB97M-V with the def2-TZVPD basis set.

Each line ends with the Mulliken spin population.
CARTESIAN COORDINATES (ANGSTROEM)
C  1.646  0.384  0.389  0.020
N  -0.372  -0.906  -2.368  0.155
H  1.406  1.077  -0.430  0.060
H  1.631  0.952  1.314  0.017
H  2.581  -0.113  0.164  0.009
H  -0.286  -1.913  -2.466  -0.003
H  -0.414  -0.486  -3.287  0.001
H  0.442  -0.577  -1.875  -0.005
C  -0.521  -0.446  1.191  0.009
O  0.659  -0.624  0.403  0.616
C  -1.211  0.883  0.976  0.041
H  -0.172  -0.564  2.240  0.064
H  -1.147  -1.308  0.948  0.008
H  -2.059  0.925  1.653  -0.003
H  -1.591  0.964  -0.039  0.011
H  -0.592  1.751  1.189  0.001

Output
highest occupied orbital energy (alpha / beta): -15.0 / -14.1 eV
molar mass: 77.1 g/mol
2S+1: 2
total charge: +1
E_LUMO (alpha / beta): -2.9 / -9.3 eV



#x
Computed, not measured: 2 unconnected molecules or ions with the total composition C3H11NO, with ωB97M-V with the def2-TZVPD basis set.

Each line ends with the Mulliken spin population.
CARTESIAN COORDINATES (ANGSTROEM)
C  2.629  -0.549  0.206  0.000
O  3.203  0.458  -0.570  0.002
H  2.690  -0.314  1.271  0.000
H  3.133  -1.513  0.135  0.000
H  1.548  -0.656  0.024  0.003
C  -0.741  0.979  0.485  0.019
N  -1.468  -0.270  0.355  0.816
C  -2.548  -0.348  -0.617  0.027
H  -0.104  0.981  1.356  0.002
H  -1.402  1.848  0.510  0.050
H  -0.144  1.056  -0.427  0.029
H  3.412  0.101  -1.430  0.000
H  -1.743  -0.758  1.218  -0.019
H  -2.991  -1.337  -0.566  0.001
H  -3.292  0.411  -0.344  0.056
H  -2.182  -0.089  -1.606  0.015

Output
highest occupied orbital energy (alpha / beta): -13.6 / -13.6 eV
molar mass: 77.1 g/mol
2S+1: 2
total charge: +1
E_LUMO (alpha / beta): -3.5 / -8.3 eV



Which of them is the most stable, and which is the least stable? #x and #w, in that order.



#w
Computed, not measured: a molecular structure, C16H30O8P2Re, with ωB97M-V with the def2-TZVPD basis set.

Each line ends with the Mulliken spin population.
CARTESIAN COORDINATES (ANGSTROEM)
Re  0.211  -0.095  0.210  1.053
C  0.731  -4.148  -0.265  0.007
C  0.945  -2.768  0.274  -0.048
C  2.055  -1.980  -0.129  0.010
C  2.809  -2.373  -1.354  -0.004
C  2.419  -0.833  0.613  0.061
C  3.637  -0.018  0.298  0.015
C  1.712  -0.512  1.822  -0.081
C  2.249  0.483  2.805  -0.005
C  0.544  -1.256  2.141  -0.009
C  -0.112  -1.027  3.468  -0.016
C  0.074  -2.276  1.256  0.049
C  -1.239  -2.953  1.502  -0.015
H  -0.018  -4.230  -1.051  -0.001
H  0.388  -4.787  0.549  -0.001
H  1.662  -4.555  -0.653  0.000
H  3.682  -2.969  -1.068  -0.002
H  3.173  -1.506  -1.895  0.000
H  2.201  -2.970  -2.028  0.000
H  3.417  1.048  0.334  0.005
H  4.065  -0.250  -0.670  -0.001
H  4.398  -0.219  1.056  -0.003
H  2.879  -0.046  3.527  0.002
H  1.450  0.968  3.358  0.000
H  2.853  1.250  2.332  0.002
H  0.624  -1.240  4.246  -0.001
H  -0.960  -1.685  3.626  0.001
H  -0.449  0.000  3.593  0.001
H  -1.122  -3.731  2.262  -0.001
H  -1.619  -3.421  0.598  0.004
H  -1.981  -2.245  1.868  -0.006
O  0.612  2.905  1.236  0.010
P  -0.821  2.463  1.767  0.010
O  -1.139  2.970  3.081  0.000
O  -0.788  0.883  1.536  -0.014
O  -1.800  2.854  0.580  0.001
P  -1.898  2.192  -0.843  0.002
O  -1.406  3.276  -1.854  0.000
O  -3.111  1.446  -1.105  0.001
O  -0.558  1.244  -0.841  0.003
H  0.897  3.738  1.641  -0.001
H  -2.097  3.795  -2.292  0.000
C  -2.047  -1.457  -1.944  0.006
C  -0.631  -1.735  -2.362  0.003
O  0.394  -0.792  -1.820  -0.057
C  0.751  0.191  -2.886  -0.006
C  1.919  1.053  -2.490  0.023
H  -2.678  -2.164  -2.488  0.001
H  -2.387  -0.454  -2.196  0.001
H  -2.228  -1.624  -0.886  -0.003
H  -0.535  -1.677  -3.442  0.002
H  -0.286  -2.713  -2.048  -0.001
H  -0.146  0.771  -3.090  0.002
H  0.994  -0.420  -3.752  0.002
H  1.745  1.624  -1.577  -0.008
H  2.075  1.784  -3.285  0.002
H  2.844  0.486  -2.401  0.002

Output
highest occupied orbital energy (alpha / beta): -16.7 / -16.3 eV
molar mass: 598.6 g/mol
2S+1: 2
total charge: +2
E_LUMO (alpha / beta): -8.7 / -9.1 eV



#x
Computed, not measured: a molecular structure, C16H30O8P2Re, with ωB97M-V with the def2-TZVPD basis set.

Each line ends with the Mulliken spin population.
CARTESIAN COORDINATES (ANGSTROEM)
Re  0.417  -0.109  0.057  1.004
C  -2.407  1.871  1.838  0.004
C  -1.711  0.633  1.354  0.016
C  -2.088  -0.007  0.130  -0.010
C  -3.034  0.711  -0.791  -0.006
C  -1.622  -1.302  -0.168  0.105
C  -2.063  -2.073  -1.384  -0.002
C  -0.789  -1.965  0.778  -0.104
C  -0.414  -3.407  0.591  -0.006
C  -0.362  -1.304  1.949  0.017
C  0.407  -2.049  3.003  -0.004
C  -0.688  0.073  2.156  -0.043
C  -0.129  0.840  3.324  -0.008
H  -1.831  2.790  1.724  0.000
H  -2.585  1.757  2.908  0.000
H  -3.364  2.003  1.341  0.000
H  -4.055  0.386  -0.567  -0.002
H  -2.845  0.486  -1.834  -0.002
H  -2.989  1.788  -0.665  -0.001
H  -1.210  -2.463  -1.938  0.005
H  -2.675  -1.490  -2.060  -0.003
H  -2.657  -2.927  -1.050  -0.001
H  -1.157  -4.022  1.107  0.003
H  0.557  -3.629  1.026  0.000
H  -0.397  -3.704  -0.451  0.003
H  -0.213  -2.888  3.328  -0.001
H  0.624  -1.439  3.871  0.000
H  1.347  -2.451  2.630  0.000
H  -0.680  0.601  4.237  0.001
H  -0.202  1.913  3.158  0.002
H  0.917  0.591  3.490  -0.004
O  2.245  -2.666  -1.041  0.008
P  3.019  -1.999  0.183  0.007
O  3.686  -2.868  1.123  0.000
O  1.880  -1.080  0.835  0.008
O  3.961  -0.883  -0.494  0.000
P  3.445  0.503  -1.124  0.004
O  3.682  0.373  -2.667  0.000
O  3.908  1.696  -0.447  0.000
O  1.843  0.320  -1.092  0.007
H  2.626  -3.528  -1.277  -0.001
H  4.476  0.816  -3.005  0.000
C  1.152  3.180  0.121  0.006
C  -0.158  2.942  -0.588  0.003
O  -0.279  1.581  -1.147  -0.008
C  0.004  1.587  -2.602  -0.016
C  -0.239  0.262  -3.268  0.029
H  1.162  4.216  0.465  0.000
H  2.012  3.039  -0.529  0.001
H  1.278  2.537  1.003  -0.003
H  -0.282  3.623  -1.428  -0.001
H  -1.016  3.067  0.060  -0.003
H  1.032  1.921  -2.730  0.001
H  -0.672  2.340  -3.004  0.000
H  0.364  -0.547  -2.857  -0.008
H  0.059  0.367  -4.313  0.001
H  -1.291  -0.012  -3.267  0.001

Output
highest occupied orbital energy (alpha / beta): -16.8 / -16.4 eV
molar mass: 598.6 g/mol
2S+1: 2
total charge: +2
E_LUMO (alpha / beta): -8.2 / -9.2 eV



Which of them is the most stable, and which is the least stable? #x and #w, in that order.



#w
Computed, not measured: 2 unconnected molecules or ions with the total composition C2H2ClNO2, with ωB97M-V with the def2-TZVPD basis set.

Each line ends with the Löwdin charge.
CARTESIAN COORDINATES (ANGSTROEM)
C  0.958  -1.028  0.146  0.107
N  1.572  -0.331  -0.508  -0.248
O  2.325  0.163  -1.221  0.073
H  0.400  -1.297  1.022  0.089
O  -1.758  -0.417  -0.513  -0.008
C  -1.280  0.548  0.000  -0.847
Cl  -1.533  0.987  1.590  0.725
H  -0.683  1.375  -0.515  0.109

Output
SMILES: C#[N+][O-].O=CCl
highest occupied orbital energy: -10.2 eV
molar mass: 107.5 g/mol
E_LUMO: 0.4 eV



#x
Computed, not measured: 3 unconnected molecules or ions with the total composition C2H2ClNO2, with ωB97M-V with the def2-TZVPD basis set.

Each line ends with the Löwdin charge.
CARTESIAN COORDINATES (ANGSTROEM)
C  0.198  0.114  0.062  -0.340
C  1.191  -2.601  2.820  -0.003
N  0.964  -0.688  0.536  0.227
O  -0.584  0.754  -0.548  0.074
O  0.834  -3.522  3.305  0.094
Cl  -2.779  1.029  -2.659  0.255
H  -1.738  0.728  -1.923  -0.279
H  1.568  -0.971  1.208  -0.028

Output
highest occupied orbital energy: -11.0 eV
molar mass: 107.5 g/mol
E_LUMO: 0.5 eV



Which of them is the most stable, and which is the least stable? #x and #w, in that order.



#w
Computed, not measured: a gas-phase ion, C6H10 (charge -1), with ωB97M-V with the def2-TZVPD basis set.

Each line ends with the Mulliken spin population.
CARTESIAN COORDINATES (ANGSTROEM)
C  -0.087  0.422  1.642  0.184
C  -1.120  -0.295  2.144  0.293
C  0.973  -0.509  -0.382  0.041
C  0.046  0.332  0.148  0.039
C  -1.011  1.255  -0.418  0.365
C  1.420  -0.869  -1.774  0.297
H  0.603  0.947  2.202  0.005
H  -1.668  -0.994  1.601  -0.049
H  -1.544  -0.229  3.144  0.039
H  1.497  -1.164  0.344  0.073
H  -1.223  0.756  -1.501  0.010
H  -0.600  2.086  -0.861  -0.181
H  -1.940  1.224  0.124  0.098
H  2.469  -0.585  -2.018  -0.004
H  0.826  -0.389  -2.545  -0.149
H  1.357  -1.985  -1.851  -0.062

Output
highest occupied orbital energy (alpha / beta): 1.3 / -3.9 eV
molar mass: 82.1 g/mol
2S+1: 2
total charge: -1
E_LUMO (alpha / beta): 4.6 / 4.3 eV



#x
Computed, not measured: a gas-phase ion, C6H10 (charge -1), with ωB97M-V with the def2-TZVPD basis set.

Each line ends with the Mulliken spin population.
CARTESIAN COORDINATES (ANGSTROEM)
C  0.940  1.669  1.939  0.156
C  1.356  0.758  0.797  -0.097
C  0.185  0.441  -0.067  0.381
C  -0.070  -0.788  -0.655  0.085
C  -0.997  -1.077  -1.717  0.142
C  -1.896  -2.113  -1.705  0.402
H  0.354  2.497  1.510  0.002
H  1.644  2.098  2.642  -0.063
H  0.104  1.229  2.520  -0.036
H  1.860  -0.150  1.161  0.011
H  2.068  1.284  0.138  0.031
H  -0.425  1.297  -0.344  0.007
H  0.367  -1.659  -0.123  0.019
H  -0.982  -0.413  -2.588  -0.016
H  -2.161  -2.695  -0.839  -0.010
H  -2.348  -2.378  -2.669  -0.013

Output
highest occupied orbital energy (alpha / beta): 0.5 / -2.7 eV
molar mass: 82.1 g/mol
2S+1: 2
total charge: -1
E_LUMO (alpha / beta): 4.2 / 4.1 eV



Which of them is the most stable, and which is the least stable? #x and #w, in that order.



#w
Computed, not measured: a molecular structure, C16H22BClO2Pm, with ωB97M-V with the def2-TZVPD basis set.

Each line ends with the Mulliken spin population.
CARTESIAN COORDINATES (ANGSTROEM)
C  -1.705  3.084  -1.382  -0.010
C  -3.081  2.816  -1.090  -0.011
C  -3.479  1.667  -1.836  -0.012
H  -3.717  3.373  -0.404  0.000
C  -2.355  1.210  -2.589  -0.006
C  -1.249  2.077  -2.302  0.016
H  -0.235  1.947  -2.664  0.004
H  -1.095  3.845  -0.912  0.001
H  -4.473  1.230  -1.856  0.001
H  -2.350  0.355  -3.263  0.001
Pm  -1.615  0.966  -0.042  4.067
Cl  -0.918  2.126  2.085  -0.010
C  -2.597  -1.642  1.650  -0.005
C  -2.849  -2.106  0.323  -0.001
C  -3.939  -1.356  -0.211  -0.003
H  -2.298  -2.903  -0.189  0.001
C  -4.361  -0.429  0.786  -0.003
C  -3.540  -0.605  1.936  -0.004
H  -3.625  -0.067  2.878  0.001
H  -1.821  -2.014  2.320  0.001
H  -4.377  -1.480  -1.198  0.001
H  -5.195  0.263  0.697  0.001
C  2.935  -2.506  -0.035  0.000
C  2.452  -1.239  0.676  -0.003
C  3.000  -1.242  2.082  -0.001
O  1.021  -1.311  0.737  -0.003
B  0.633  -0.512  -0.313  -0.033
O  1.602  0.130  -1.049  0.006
C  2.728  0.069  -0.161  0.003
C  2.778  1.340  0.699  0.001
C  3.950  0.038  -1.034  0.000
H  2.596  -3.376  0.542  0.000
H  4.029  -2.534  -0.071  0.000
H  2.538  -2.604  -1.055  0.000
H  2.701  -2.170  2.580  0.000
H  4.095  -1.208  2.049  0.000
H  2.636  -0.394  2.671  0.000
H  3.684  1.330  1.318  0.000
H  2.841  2.212  0.035  0.000
H  1.901  1.482  1.348  0.000
H  3.923  -0.812  -1.721  0.000
H  3.979  0.962  -1.619  0.000
H  4.852  -0.014  -0.416  0.000

Output
highest occupied orbital energy (alpha / beta): -3.5 / -3.4 eV
molar mass: 437.6 g/mol
2S+1: 5
total charge: -1
E_LUMO (alpha / beta): 2.8 / 2.8 eV



#x
Computed, not measured: a molecular structure, C16H22BClO2Pm, with ωB97M-V with the def2-TZVPD basis set.

Each line ends with the Mulliken spin population.
CARTESIAN COORDINATES (ANGSTROEM)
C  -2.560  -0.962  -0.173  -0.007
C  -1.870  -1.146  -1.416  -0.011
C  -1.563  0.150  -1.940  0.003
H  -1.662  -2.105  -1.893  0.001
C  -2.038  1.126  -1.017  -0.002
C  -2.641  0.441  0.076  -0.002
H  -3.105  0.907  0.945  0.001
H  -2.960  -1.750  0.465  0.001
H  -1.086  0.356  -2.896  0.002
H  -2.003  2.208  -1.147  0.002
Pm  -0.031  -0.309  0.226  4.049
Cl  0.168  -2.445  1.561  -0.007
C  2.710  0.149  0.174  -0.004
C  2.215  1.363  -0.372  0.001
C  1.628  1.079  -1.635  0.000
H  2.293  2.352  0.086  0.002
C  1.739  -0.331  -1.864  -0.007
C  2.420  -0.905  -0.743  -0.005
H  2.669  -1.961  -0.618  0.000
H  3.220  0.041  1.136  0.002
H  1.212  1.808  -2.332  0.002
H  1.410  -0.862  -2.758  0.002
C  0.985  2.621  5.016  0.000
C  0.679  1.161  4.670  -0.001
C  1.482  0.267  5.586  -0.001
O  1.128  0.955  3.325  0.003
B  -0.032  1.032  2.608  -0.031
O  -1.216  1.266  3.266  0.007
C  -0.869  0.856  4.596  0.004
C  -1.189  -0.641  4.729  0.000
C  -1.751  1.612  5.556  -0.001
H  2.065  2.796  4.939  0.000
H  0.691  2.837  6.046  0.000
H  0.490  3.337  4.342  0.000
H  2.543  0.539  5.549  0.000
H  1.152  0.409  6.621  0.000
H  1.387  -0.797  5.342  0.000
H  -0.997  -0.980  5.754  0.000
H  -2.256  -0.802  4.524  0.000
H  -0.633  -1.278  4.021  0.000
H  -1.657  2.700  5.467  0.000
H  -2.801  1.340  5.399  0.000
H  -1.499  1.331  6.584  0.000

Output
highest occupied orbital energy (alpha / beta): -3.2 / -3.2 eV
molar mass: 437.6 g/mol
2S+1: 5
total charge: -1
E_LUMO (alpha / beta): 2.9 / 2.9 eV



Which of them is the most stable, and which is the least stable? #x and #w, in that order.